86
Properties=species:S:1:pos:R:3:mulliken_spin:R:1 method="wB97M-V/def2-TZVPD" orbital_gap_ev="6.4231 / 3.9502" homo_ev="-12.10 / -12.53" max_force_ev_per_a=2.80 spin_multiplicity=3 e_tot_ev=-160952.6033 total_charge=+2 s2=2.09 relative_energy_kj_mol=250.1
C -4.387 2.516 -0.398 -0.021
H 3.237 -2.117 3.609 0.002
P 4.010 -0.892 0.301 0.686
H 1.682 3.655 3.287 0.000
C 3.906 -1.592 2.918 0.028
H -0.770 -5.204 1.944 0.000
H -3.526 0.839 -3.277 -0.001
H 2.109 -1.333 1.670 0.002
H -4.518 -1.629 -1.601 0.000
H 5.252 0.803 1.466 0.004
H 3.127 2.074 -2.975 -0.003
H -4.391 -0.917 2.431 -0.004
C 2.291 3.537 -1.601 -0.001
C -2.816 0.328 2.437 0.013
H -0.901 -5.308 0.194 0.000
C -3.618 1.712 -1.259 0.037
H 5.063 -1.267 -2.448 0.002
H 0.333 4.224 5.304 0.000
H -1.158 -2.738 1.908 0.000
S -3.447 1.354 3.689 0.001
H 7.178 -0.661 0.653 -0.005
C -1.231 -4.732 1.065 0.006
C 1.168 1.486 -2.277 0.000
H 4.877 1.224 -0.218 0.028
H -4.190 2.551 0.682 -0.002
C 6.715 0.095 0.012 0.015
H 2.938 0.222 2.051 0.049
C -2.921 -3.076 -1.174 0.006
N -1.628 0.701 1.938 -0.018
Ti -0.872 0.047 0.093 1.196
C -4.968 2.481 -3.093 0.003
H 0.839 1.973 1.612 0.038
H 0.762 -2.154 -1.537 0.010
H -1.035 -1.922 -3.482 -0.001
H 0.386 -2.939 -3.779 0.000
H 0.270 -3.203 0.977 0.011
N -3.481 -0.768 1.984 0.015
H 0.204 -3.817 -1.368 0.002
C 0.064 1.764 -1.406 0.018
C 0.093 2.988 -0.712 -0.023
H -1.182 0.225 -2.387 0.022
C 0.236 2.263 2.482 0.024
H -5.042 -3.097 -0.768 0.000
Br 3.816 4.540 -1.585 0.000
H -5.209 2.533 -4.160 0.000
H -2.760 0.064 -0.090 0.002
H -2.810 -3.143 -2.269 -0.001
H -1.973 3.217 5.597 0.000
H 3.382 0.384 -1.612 0.003
C 3.282 -0.669 -1.327 0.078
C 2.266 2.352 -2.359 0.001
C 5.279 0.434 0.429 0.044
C -0.511 -2.832 -3.158 0.004
P -1.390 -2.269 -0.491 -0.008
N -5.636 3.315 -2.281 -0.010
C -3.983 1.591 -2.616 -0.016
H -5.988 3.987 -0.321 0.000
C -1.045 1.762 2.658 -0.011
H -0.742 3.272 -0.062 -0.003
H -1.158 -3.691 -3.378 0.000
C -1.867 2.164 3.733 0.011
H 3.540 -1.711 -3.238 0.002
H 2.212 -0.908 -1.269 0.026
H -4.206 -1.826 0.121 0.003
H 4.096 -2.609 -1.818 -0.013
C -5.389 3.317 -0.962 0.003
H 7.310 1.013 0.092 0.000
H 4.573 -2.341 2.461 -0.011
C 1.171 3.898 -0.835 -0.001
H 1.124 0.578 -2.908 0.003
H 1.160 4.856 -0.349 0.000
C 3.083 -0.845 1.835 0.032
H -2.935 -1.596 1.769 0.006
C -0.067 3.536 4.545 0.000
C -0.831 -3.250 0.988 0.015
H -2.946 -4.109 -0.797 -0.001
C -1.356 3.005 4.709 0.000
H -2.310 -4.883 1.168 0.000
H 6.779 -0.246 -1.024 0.000
C -2.400 1.006 -0.741 -0.346
C 0.709 3.187 3.430 -0.003
C -4.229 -2.362 -0.839 0.005
C -0.102 -2.814 -1.692 -0.002
C -1.171 0.917 -1.536 0.006
C 4.040 -1.614 -2.270 0.041
H 4.535 -0.908 3.503 0.000